{"formula": "C5H3FS2", "method": "ωB97M-V/def2-TZVPD", "elements": ["C", "C", "C", "C", "F", "C", "S", "S", "H", "H", "H"], "positions_angstrom": [[-1.316, 1.304, 1.115], [-0.598, 0.536, 0.305], [0.573, -0.254, 0.676], [1.102, -0.937, -0.351], [2.158, -1.724, -0.280], [0.415, -0.770, -1.643], [0.848, -1.482, -3.039], [-0.929, 0.317, -1.427], [-2.169, 1.860, 0.782], [-1.059, 1.421, 2.166], [0.976, -0.270, 1.696]], "forces_ev_per_a": [[0.16, 0.06, 0.40], [0.33, -0.27, -0.05], [0.38, -0.14, 0.28], [-0.63, 0.48, 0.15], [0.05, -0.02, 0.01], [0.29, -0.28, -0.22], [-0.12, 0.16, 0.25], [0.03, 0.00, 0.16], [-0.29, 0.15, -0.24], [0.07, -0.17, -0.22], [-0.25, 0.02, -0.51]], "nbo_charge": [-0.352, -0.193, -0.262, 0.356, -0.286, -0.390, 0.056, 0.404, 0.212, 0.212, 0.242], "energy_ev": -29620.36126, "e_lumo_ev": -1.18, "relative_energy_kj_mol": 0.0, "smiles": "C=C1C=C(F)C(=S)S1", "gap_ha": 0.2792}